{
  "formula": "C42H117N7O20",
  "method": "the ωB97M-V functional and the def2-TZVPD basis",
  "species": ["C", "C", "C", "O", "C", "N", "H", "H", "H", "H", "H", "H", "H", "H", "H", "H", "H", "C", "C", "C", "O", "C", "N", "H", "H", "H", "H", "H", "H", "H", "H", "H", "H", "H", "C", "C", "C", "O", "C", "N", "H", "H", "H", "H", "H", "H", "H", "H", "H", "H", "H", "C", "C", "C", "O", "C", "N", "H", "H", "H", "H", "H", "H", "H", "H", "H", "H", "H", "C", "C", "C", "O", "C", "N", "H", "H", "H", "H", "H", "H", "H", "H", "H", "H", "H", "C", "C", "C", "O", "C", "N", "H", "H", "H", "H", "H", "H", "H", "H", "H", "H", "H", "C", "C", "O", "O", "H", "H", "H", "H", "H", "H", "C", "C", "O", "O", "H", "H", "H", "H", "H", "H", "C", "C", "O", "O", "H", "H", "H", "H", "H", "H", "C", "C", "O", "O", "H", "H", "H", "H", "H", "H", "C", "C", "O", "O", "H", "H", "H", "H", "H", "H", "C", "C", "O", "O", "H", "H", "H", "H", "H", "H", "C", "O", "C", "C", "N", "C", "C", "O", "C", "H", "H", "H", "H", "H", "H", "H", "H", "H", "H", "H", "H", "H", "H", "H"],
  "xyz": [[4.106339, 2.346618, -1.964696], [3.120941, 3.471802, -1.777455], [1.732984, 2.943467, -2.042653], [0.675888, 3.859282, -1.905697], [0.573742, 4.811236, -2.963388], [3.255340, 4.002452, -0.406288], [5.114097, 2.694245, -1.720920], [4.127488, 1.975779, -2.987486], [3.837049, 1.563138, -1.256021], [3.172906, 4.258091, -2.545833], [1.499040, 2.079207, -1.406223], [1.711056, 2.499919, -3.052399], [-0.251963, 5.466391, -2.690238], [0.315810, 4.315919, -3.901642], [1.496518, 5.385310, -2.996122], [4.108920, 4.548175, -0.502456], [2.507366, 4.613365, -0.097593], [2.396652, -0.630223, -2.752890], [1.966753, -1.993757, -3.305713], [1.488873, -1.818737, -4.746975], [2.370957, -1.037590, -5.481215], [1.756987, -0.549040, -6.637898], [3.042161, -2.995902, -3.198531], [1.545988, 0.064625, -2.687201], [3.241378, -0.227748, -3.297776], [2.611308, -0.717090, -1.681461], [1.097251, -2.235332, -2.687102], [0.471265, -1.382389, -4.759537], [1.276659, -2.780784, -5.240788], [2.503126, -0.050580, -7.256175], [1.048988, 0.261284, -6.375856], [1.175278, -1.282427, -7.202990], [2.715328, -3.831812, -2.725559], [3.302187, -3.315879, -4.124708], [3.459734, -1.291827, 2.800019], [4.442937, -1.524904, 1.694353], [4.412574, -2.952817, 1.240711], [5.568620, -3.242439, 0.501795], [5.470734, -4.446907, -0.167416], [4.125248, -0.732878, 0.462800], [3.465686, -0.252338, 3.115432], [3.803892, -1.915133, 3.634159], [2.467282, -1.669653, 2.546732], [5.469381, -1.249339, 1.966012], [3.507962, -3.126006, 0.641032], [4.343093, -3.634377, 2.104650], [5.351856, -5.301626, 0.521598], [6.392601, -4.697370, -0.699106], [4.668341, -4.490393, -0.914244], [4.317476, 0.248773, 0.641989], [4.772437, -1.068253, -0.247483], [-2.284239, -4.005977, -4.095672], [-1.393033, -5.120819, -3.546200], [-1.400973, -6.378220, -4.360446], [-0.685507, -6.086631, -5.568193], [-0.633654, -7.202188, -6.416407], [0.052390, -4.662388, -3.399925], [-2.150169, -3.045367, -3.605628], [-3.310342, -4.374053, -4.121945], [-1.930134, -3.809918, -5.116703], [-1.644867, -5.400822, -2.513710], [-2.405047, -6.663192, -4.692122], [-0.847453, -7.154601, -3.825531], [-0.238963, -8.071349, -5.882867], [-0.008075, -6.954298, -7.269295], [-1.646354, -7.409157, -6.788216], [0.069337, -3.766544, -2.929306], [0.186143, -4.405477, -4.385327], [-2.551808, 2.207287, 2.171918], [-4.068791, 2.168225, 2.084258], [-4.774017, 2.726124, 3.298111], [-4.766770, 1.794701, 4.345919], [-5.048193, 2.414642, 5.573545], [-4.539290, 2.901098, 0.908326], [-2.226727, 3.227830, 2.387610], [-2.107550, 1.866429, 1.239076], [-2.244329, 1.533981, 2.971123], [-4.385178, 1.112713, 2.032707], [-5.820326, 2.918895, 3.011022], [-4.360900, 3.712569, 3.554128], [-5.266976, 1.679470, 6.354982], [-5.925051, 3.072237, 5.545089], [-4.157281, 2.935791, 5.942227], [-3.956550, 2.686588, 0.094669], [-5.423739, 2.547849, 0.543338], [-1.303360, -0.897445, -2.560655], [-1.469443, -0.760926, -1.061720], [-0.209389, -0.074563, -0.501694], [-0.424553, 0.027309, 0.896977], [0.508422, 0.859663, 1.596348], [-2.708534, -0.042725, -0.783592], [-1.333706, 0.133370, -2.934520], [-2.163343, -1.427524, -2.966384], [-0.360919, -1.354869, -2.851848], [-1.563359, -1.727817, -0.559180], [-0.191358, 0.960035, -0.872390], [0.648897, -0.709693, -0.744137], [1.541463, 0.635006, 1.313190], [0.330004, 0.673400, 2.649540], [0.284059, 1.903011, 1.338936], [-2.801892, 0.091388, 0.222493], [-2.747310, 0.921254, -1.120023], [-2.231473, 4.531068, -0.622376], [-2.262600, 3.369389, -1.632377], [-3.476962, 2.658375, -1.456048], [-3.387099, 5.338677, -0.592429], [-1.317771, 5.110051, -0.756590], [-2.085407, 4.038079, 0.353270], [-1.381129, 2.794245, -1.344107], [-2.064323, 3.639885, -2.670000], [-4.181492, 3.081888, -1.954643], [-4.113588, 4.706248, -0.657057], [-1.235260, 3.763461, -6.585733], [-2.118361, 3.023553, -5.627022], [-1.796293, 1.660452, -5.503917], [0.136658, 3.521887, -6.311997], [-1.531199, 4.818197, -6.657862], [-1.420419, 3.391054, -7.606961], [-3.138652, 3.155877, -5.981053], [-2.022973, 3.537216, -4.662599], [-0.862096, 1.601759, -5.257727], [0.645415, 3.574165, -7.122222], [-1.290487, -3.476792, 1.455407], [-1.268368, -4.876108, 2.012887], [-0.614041, -4.954053, 3.281025], [-0.002878, -2.988552, 1.256502], [-1.947931, -2.819343, 2.029205], [-1.767997, -3.628437, 0.467903], [-0.762142, -5.584708, 1.345053], [-2.304454, -5.212805, 2.080504], [0.098968, -4.306604, 3.281740], [0.017393, -2.027371, 1.187602], [-4.428367, -3.176909, -1.222477], [-3.345553, -4.029118, -1.849531], [-3.339203, -5.358709, -1.345246], [-4.543796, -1.933365, -1.818699], [-4.407583, -3.240170, -0.126333], [-5.374459, -3.692056, -1.461149], [-2.362809, -3.602273, -1.619726], [-3.420985, -4.053371, -2.941385], [-4.199514, -5.759625, -1.504353], [-3.789294, -1.356735, -1.542459], [2.082507, 3.872921, 2.743602], [3.518557, 3.367867, 2.728658], [3.656009, 2.209910, 1.964035], [1.286642, 3.125529, 3.695809], [1.657792, 3.689426, 1.754110], [1.994899, 4.919754, 3.037316], [3.836059, 3.190632, 3.760936], [4.210290, 4.183808, 2.450806], [3.107363, 2.286278, 1.173115], [1.120926, 3.738689, 4.415732], [-3.431929, -1.079894, -7.267863], [-1.967178, -1.391538, -7.228099], [-1.341145, -1.089109, -5.994568], [-4.186313, -2.002190, -6.488366], [-3.803493, -1.127356, -8.293716], [-3.610219, -0.058881, -6.909380], [-1.407228, -0.856531, -8.019169], [-1.753917, -2.431276, -7.487555], [-1.608508, -0.237318, -5.617950], [-4.295094, -1.666077, -5.595189], [4.766626, 3.454421, 11.595875], [3.536888, 3.026247, 11.040380], [2.579508, 2.574223, 11.996366], [1.266152, 2.449566, 11.274669], [1.345733, 1.574702, 10.130420], [0.049257, 1.331087, 9.489476], [0.250124, 0.371211, 8.348459], [1.073745, 0.975077, 7.363108], [1.532757, 0.032374, 6.448697], [5.574252, 2.809119, 11.246930], [4.760509, 3.411958, 12.691275], [4.923083, 4.498442, 11.318060], [2.476676, 3.339772, 12.772828], [2.938544, 1.607363, 12.358490], [0.902370, 3.443382, 10.945519], [0.519202, 2.108102, 12.000583], [2.044997, 1.842072, 9.455710], [-0.269487, 2.295898, 9.050844], [-0.709598, 1.025488, 10.204790], [-0.692435, 0.065092, 7.874353], [0.805615, -0.497631, 8.725397], [2.111041, 0.491693, 5.649891], [0.679212, -0.455999, 5.935011], [2.071937, -0.824480, 6.878220]],
  "forces_ev_per_angstrom": [[0.5, 0.4, 0.1], [-1.5, 0.4, -0.1], [-0.4, -1.3, -0.3], [-0.2, 0.3, 0.3], [-0.2, -0.4, 0.8], [0.6, -0.2, -0.8], [0.0, -0.1, 0.0], [-0.1, -0.1, 0.0], [0.1, -0.2, -0.2], [0.9, 0.1, 0.1], [0.1, 0.3, 0.3], [0.1, 0.2, -0.1], [0.1, 0.1, 0.0], [0.4, 0.1, -0.2], [0.0, 0.2, -0.5], [-0.1, 0.1, 0.9], [-0.1, 0.1, -0.5], [-0.4, -0.2, 0.9], [0.4, 0.6, -0.3], [-1.7, -0.4, 0.7], [0.6, -0.1, -0.5], [-0.3, 1.3, -0.1], [-0.2, -0.1, 0.2], [0.1, 0.0, -0.8], [0.0, 0.2, 0.0], [0.6, -0.3, -0.2], [0.4, -0.6, -0.1], [0.5, 0.3, 0.2], [0.5, -0.1, 0.0], [0.2, -0.4, -0.1], [0.0, -0.3, 0.0], [0.3, -0.2, 0.0], [-0.1, 0.1, 0.1], [0.1, 0.1, 0.0], [0.4, -0.5, 0.6], [0.2, 0.7, -1.7], [-0.3, -0.7, 0.6], [0.3, 0.6, -0.2], [0.3, -1.7, -0.4], [-0.2, -0.1, 0.6], [-0.3, 0.1, 0.0], [-0.1, 0.2, 0.2], [-0.1, 0.3, -0.2], [-0.1, -0.3, 0.5], [0.0, 0.1, -0.1], [0.1, 0.0, 0.0], [-0.3, 0.2, 0.1], [0.1, 0.6, 0.0], [-0.1, 0.3, 0.2], [0.2, -0.1, 0.0], [-0.1, 0.3, -0.1], [2.1, -0.6, -3.2], [1.2, 0.8, 2.2], [0.7, 0.6, -1.2], [0.2, 0.1, 0.1], [-0.4, 0.2, 0.0], [-1.3, -0.3, -1.7], [-0.2, -0.5, -0.1], [0.4, 0.2, -1.6], [-0.2, -0.2, -0.2], [-0.3, 0.0, -0.6], [-0.2, -0.3, 0.6], [-0.4, -0.2, 0.0], [0.0, -0.1, -0.1], [0.1, 0.0, 0.0], [0.1, -0.3, 0.0], [-0.3, 0.0, 0.3], [0.9, -0.1, 0.3], [-0.5, 0.1, 0.3], [-0.5, -0.6, -0.3], [-0.6, 0.4, -0.5], [0.2, 0.0, 0.4], [0.2, -0.2, 0.9], [-0.1, 0.0, -0.6], [0.2, -0.1, 0.0], [0.1, 0.0, 0.0], [0.2, 0.1, 0.0], [0.1, 0.0, 0.0], [0.0, 0.0, 0.0], [0.2, -0.2, 0.3], [0.0, -0.3, -0.4], [0.2, 0.2, -0.3], [-0.2, 0.4, -0.1], [0.0, 0.1, 1.1], [-0.2, 0.0, 0.8], [-0.5, 0.5, 0.3], [0.7, 0.5, 0.1], [-1.5, -0.1, 0.6], [0.5, -0.6, 0.4], [-0.5, -0.1, -0.7], [-0.1, 0.3, 0.6], [0.1, -0.1, -0.4], [0.2, 0.2, -0.2], [-0.4, 0.0, 0.0], [0.1, -0.1, -0.2], [0.5, -0.2, -0.5], [0.3, 0.5, 0.1], [0.0, -0.2, 0.1], [0.2, 0.2, 0.1], [0.1, 0.0, 0.2], [0.0, -0.4, 0.0], [0.2, -0.6, -0.5], [0.5, -0.6, 0.4], [0.7, 1.2, 0.6], [0.5, -0.3, -1.5], [0.4, -0.1, -0.8], [-0.3, 0.3, -0.2], [-0.2, 0.2, -0.1], [-0.4, -0.6, 0.0], [-0.5, 0.2, 0.0], [0.0, -0.1, -0.2], [-0.2, 0.3, 0.6], [0.0, -0.4, -2.1], [0.3, 0.9, 0.5], [0.0, -0.2, 0.0], [-0.1, 0.3, 0.8], [0.3, 0.1, 0.6], [-0.2, -0.1, 0.2], [-0.1, -0.3, 0.1], [-0.2, -0.2, 0.1], [0.0, 0.2, -0.1], [0.0, 0.0, -0.1], [-1.1, -0.7, -1.3], [0.7, -0.1, 0.4], [-0.5, 0.0, 0.1], [1.1, 0.1, 0.3], [0.2, 0.1, 0.3], [-0.2, 0.3, 0.2], [0.0, 0.3, -0.3], [0.0, 0.0, 0.4], [0.0, 0.0, -0.2], [-0.3, 0.2, 0.1], [-1.1, -1.7, -0.2], [-0.6, 0.2, 1.2], [-0.2, -0.2, 0.6], [0.6, 0.9, 0.0], [0.4, 0.6, 0.1], [0.0, 0.0, 0.0], [0.0, -0.1, 0.1], [-1.3, 0.5, 3.1], [0.0, 0.1, 0.0], [-0.7, 0.1, 0.2], [-0.2, -0.7, 0.8], [0.1, 1.2, 0.5], [0.2, -0.7, 0.3], [0.2, 0.3, -0.4], [-0.1, 0.3, 0.0], [0.3, 0.2, -0.4], [-0.2, -0.5, 0.0], [-0.2, -0.2, -0.7], [0.3, 0.4, -0.1], [-0.1, -0.3, 0.2], [-0.4, 0.0, 0.3], [1.2, 0.7, -0.6], [-0.1, -0.7, 0.6], [-0.1, 0.0, -0.2], [0.0, -0.1, 0.0], [0.1, 0.0, -0.1], [-0.5, 0.3, 0.0], [-0.3, -0.2, 0.5], [-0.4, -0.2, -0.7], [0.1, 0.0, 0.0], [-0.3, 0.0, 0.2], [0.0, 0.2, 0.0], [0.5, 0.4, -0.9], [-0.3, 0.5, -0.4], [-0.7, -1.3, 0.8], [1.1, 1.4, -0.7], [0.2, -0.4, -0.1], [0.2, 0.5, 0.4], [-0.7, -1.1, -1.1], [0.1, 0.2, -0.1], [-0.1, -0.1, -0.1], [0.2, -0.1, -0.1], [0.1, -0.3, 0.3], [-0.3, 0.0, 0.4], [0.3, 0.1, 0.3], [0.0, -0.3, -0.2], [0.0, 0.3, 0.0], [-0.5, -0.2, 0.0], [0.1, -0.3, 0.1], [0.0, -0.1, 0.2], [-0.4, -0.2, 0.1], [0.2, 0.3, 0.3], [0.0, 0.2, 0.1], [0.3, 0.4, 0.3]],
  "homo_energy_ev": -8.353,
  "gap_ev": 8.403
}